Here is a molecular structure, C18H11GaN3O8S2 at a distorted geometry from the OMol25 dataset. Energies are from wB97M-V/def2-TZVPD.

Geometry (Å):
Ga  0.2933  0.5237  0.1945
O  4.1044  -0.1127  -0.2522
S  2.9089  0.6006  0.0362
O  1.8118  0.5547  -0.9626
O  2.2070  0.2536  1.3065
C  3.3565  2.2712  0.1392
C  4.7081  2.5942  0.0216
C  5.1435  3.9039  0.0196
C  4.1664  4.8609  0.0696
C  2.8669  4.6168  0.2039
C  2.4442  3.3203  0.2356
S  0.6685  3.1575  0.1455
O  0.0710  4.3295  0.5500
O  0.4618  2.0673  1.2608
O  0.1952  2.4633  -1.0208
H  5.3920  1.7688  -0.0122
H  6.1728  4.1947  0.0274
H  4.4321  5.9798  -0.0308
H  2.2293  5.4438  0.2448
O  -3.0240  -6.1226  -0.1586
N  -3.7339  -5.1384  -0.3618
O  -4.9363  -5.1961  -0.5492
C  -3.0169  -3.7769  -0.2417
C  -3.8895  -2.7538  -0.3056
C  -3.4775  -1.4203  -0.0890
C  -4.4354  -0.3710  -0.2040
C  -4.0418  0.9704  -0.1843
C  -2.7154  1.2122  0.1013
N  -1.8384  0.3095  0.2173
C  -2.2400  -1.0264  -0.0557
C  -1.2394  -2.0094  0.0800
N  0.1110  -1.5735  -0.0061
C  1.0644  -2.5697  -0.0703
C  0.6938  -3.8917  -0.0480
C  -0.5820  -4.2669  0.3469
C  -1.5753  -3.3471  0.0683
H  -4.9550  -2.9845  -0.5978
H  -5.4900  -0.6106  -0.2766
H  -4.8392  1.5793  -0.2403
H  -2.2594  2.1374  0.0000
H  2.0689  -2.1795  -0.0832
H  1.6721  -4.4383  0.0420
H  -0.9544  -5.3245  0.4398

HOMO: -12.9 eV
Max |F|: 5.93 eV/A
Kohn-Sham gap: 0.2884 hartree
Charge: +1

---

Here is 5 unconnected molecules or ions with the total composition C6H16Cl6N2O3 at a distorted geometry from the OMol25 dataset. Energies are from wB97M-V/def2-TZVPD.

Geometry (Å):
N  -0.0234  0.1873  -0.5098
H  -0.4457  0.2917  -1.4214
H  0.2209  -0.7913  -0.4571
H  -0.6609  0.5869  0.1639
H  0.6793  0.9111  -0.4627
N  -1.1070  0.7944  -4.3839
O  -1.0420  1.7543  -5.1185
O  -0.8354  0.8322  -3.2155
O  -1.2303  -0.2023  -5.1476
Cl  -4.4592  -1.4630  1.9251
C  -5.1227  -0.3963  0.6030
C  -4.4457  0.9521  0.5656
Cl  -2.9355  1.0117  -0.3902
H  -6.1743  -0.2044  0.8159
H  -5.1307  -0.9659  -0.3263
H  -4.2888  1.3801  1.5556
H  -5.1233  1.6500  0.0737
Cl  2.8167  1.8353  -0.3514
C  3.1711  2.4443  1.2823
C  1.9112  3.0467  1.9555
Cl  0.4542  2.3111  1.5415
H  4.0095  3.1253  1.1354
H  3.6549  1.6458  1.8449
H  1.7810  4.0554  1.5636
H  2.0156  3.0145  3.0400
Cl  0.7373  -2.7614  0.2694
C  2.1127  -3.8268  0.6568
C  3.4474  -3.1275  0.2925
Cl  4.8575  -4.2485  0.5356
H  2.0672  -4.6712  -0.0311
H  2.0937  -4.0506  1.7234
H  3.6088  -2.3276  1.0151
H  3.3860  -2.7933  -0.7432

HOMO: -6.5 eV
Max |F|: 7.60 eV/A
Kohn-Sham gap: 0.2342 hartree
Charge: 0
Energy relative to the best compared isomer or geometry (same formula, charge and spin): 213.7 kJ/mol

---

Here is 2 unconnected molecules or ions with the total composition C2H8NO3PS at a distorted geometry from the OMol25 dataset. Energies are from wB97M-V/def2-TZVPD.

Geometry (Å):
O  0.4337  -1.6030  -0.9718
P  0.5121  -1.7311  0.4948
O  0.2500  -0.3714  1.3400
O  -0.5155  -2.8138  1.1180
S  2.4460  -2.1913  1.0211
H  0.0482  0.3015  0.6063
H  -0.8078  -3.5106  0.6234
H  2.3782  -2.6043  2.2543
C  -0.2410  2.7568  0.0144
N  -0.2748  1.5172  -0.2383
C  -0.8095  1.0446  -1.4865
H  -0.5817  3.5408  -0.6633
H  0.1214  3.1085  1.0261
H  -1.6168  0.3012  -1.1799
H  -1.2538  1.9092  -2.0141
H  -0.0888  0.3457  -1.9445

SMILES: O=P(O)(O)S.C=NC
HOMO: -9.7 eV
Max |F|: 4.80 eV/A
Kohn-Sham gap: 0.3813 hartree
Charge: 0
Energy relative to the best compared isomer or geometry (same formula, charge and spin): 0.0 kJ/mol

---

Here is a single C27H30N2O6 molecule from the OMol25 dataset. Energies are from wB97M-V/def2-TZVPD.

Geometry (Å):
C  4.6111  5.0619  -0.1549
O  4.7689  3.6649  -0.1365
C  3.6762  2.8924  0.0925
C  2.3917  3.3646  0.3059
C  1.3358  2.4903  0.5214
C  1.5569  1.1239  0.5314
C  0.5059  0.1152  0.8296
O  0.7321  -0.7964  1.6198
N  -0.6923  0.2216  0.2043
C  -0.9374  1.0352  -0.9633
C  -1.9292  2.1284  -0.7069
C  -2.2765  2.8114  0.4211
C  -3.2966  3.7169  0.0380
C  -3.4876  3.5198  -1.2918
O  -2.6646  2.5602  -1.7514
C  -1.6873  -0.8253  0.4956
C  -1.3469  -1.9758  -0.4704
O  -1.7498  -2.0415  -1.6164
N  -0.4891  -2.8542  0.0732
C  0.1609  -3.8968  -0.6917
C  0.1630  -5.2219  0.0888
C  1.5526  -5.2975  0.7156
C  2.4470  -4.7419  -0.3885
C  1.6493  -3.5560  -0.9353
C  -3.0958  -0.2960  0.4534
C  -3.8597  -0.2502  -0.7046
C  -5.1286  0.2985  -0.6886
C  -5.6563  0.8170  0.4861
O  -6.8912  1.3850  0.5387
C  -4.9069  0.7535  1.6567
C  -3.6455  0.1983  1.6336
C  2.8540  0.6387  0.3463
C  3.9111  1.4967  0.1165
O  5.1980  1.1137  -0.0923
C  5.4984  -0.2597  -0.0482
H  5.6034  5.4657  -0.3490
H  4.2490  5.4396  0.8071
H  3.9292  5.3808  -0.9501
H  2.1939  4.4244  0.3099
H  0.3501  2.8888  0.6985
H  -1.3312  0.3956  -1.7625
H  0.0127  1.4562  -1.3089
H  -1.8827  2.6729  1.4070
H  -3.8112  4.4098  0.6708
H  -4.1466  3.9801  -2.0005
H  -1.4748  -1.1543  1.5188
H  -0.0609  -2.6155  0.9604
H  -0.3990  -3.9762  -1.6264
H  -0.6388  -5.2475  0.8249
H  0.0230  -6.0544  -0.6011
H  1.8251  -6.3100  1.0090
H  1.6052  -4.6549  1.5957
H  3.4300  -4.4457  -0.0252
H  2.5809  -5.4954  -1.1661
H  1.8557  -3.3689  -1.9876
H  1.8953  -2.6509  -0.3774
H  -3.4722  -0.6592  -1.6232
H  -5.7114  0.3310  -1.5999
H  -7.3004  1.3545  -0.3346
H  -5.3303  1.1456  2.5674
H  -3.0699  0.1574  2.5471
H  3.0054  -0.4276  0.3921
H  6.5710  -0.3302  -0.2211
H  5.2591  -0.6930  0.9282
H  4.9687  -0.8135  -0.8308

SMILES: COc1ccc(C(=O)N(Cc2ccco2)[C@H](C(=O)NC2CCCC2)c2ccc(O)cc2)cc1OC
HOMO: -8.0 eV
Max |F|: 0.89 eV/A
Kohn-Sham gap: 0.3211 hartree
Charge: 0
Energy relative to the best compared isomer or geometry (same formula, charge and spin): 42.2 kJ/mol

---

Here is a single CH4N2O molecule at a distorted geometry from the OMol25 dataset. Energies are from wB97M-V/def2-TZVPD.

Geometry (Å):
H  0.4531  -1.7809  -0.6792
N  0.7330  -0.9017  -1.2018
C  0.0350  -0.0250  -0.6768
N  -0.6257  0.0016  0.4428
O  -0.6321  1.2826  1.0015
H  0.0527  0.9433  -1.1943
H  -0.3693  -0.8088  0.9827
H  0.3533  1.2888  1.3251

SMILES: [H]/N=C\NO
HOMO: -9.6 eV
Max |F|: 5.26 eV/A
Kohn-Sham gap: 0.3778 hartree
Charge: 0
Energy relative to the best compared isomer or geometry (same formula, charge and spin): 377.9 kJ/mol

---

Here is 2 unconnected molecules or ions with the total composition C28H44N5O4S at a distorted geometry from the OMol25 dataset. Energies are from wB97M-V/def2-TZVPD.

Geometry (Å):
C  2.8136  -0.4713  0.0180
C  4.2372  -1.0284  -0.5831
O  4.4132  -0.8479  -2.0322
C  4.2247  0.5488  -2.4527
C  2.8525  0.5681  -3.3921
O  2.1332  -0.7200  -3.1235
C  0.7604  -0.6323  -3.6468
C  -0.4223  -0.8184  -2.5257
C  -0.9952  -2.3223  -2.1302
C  -0.4015  -3.7356  -2.7846
C  0.1386  -4.6251  -1.4767
N  0.8898  -3.7049  -0.5177
N  -2.1374  -2.5240  -1.1130
C  -2.8074  -1.3550  -0.4085
C  -4.0795  -1.5315  0.6630
C  -5.4424  -1.2474  -0.2641
C  -6.2904  0.0733  0.2249
N  -6.2230  1.2459  -0.7728
C  -2.3298  0.2309  -0.6409
C  -3.0090  1.5071  0.1460
C  -2.5254  3.0872  -0.0817
C  -1.3356  3.3466  -1.1837
C  -0.8928  4.9182  -1.4410
C  0.0762  5.5191  -0.2407
C  1.5807  4.7895  -0.2523
C  1.7462  3.6879  0.9543
S  2.3682  4.4779  2.5396
C  3.1159  3.0301  3.5056
N  2.4798  1.6395  3.3228
N  3.1904  0.7527  4.1637
C  4.2634  1.5845  4.8327
O  4.2758  3.0308  4.4537
C  -0.6512  2.0453  -1.9662
C  -1.1103  0.4750  -1.7265
H  2.7270  0.7189  -0.0118
H  2.7590  -0.8455  1.1447
H  1.8593  -0.8834  -0.5183
H  5.1250  -0.5560  0.0182
H  4.2305  -2.2077  -0.3970
H  5.1056  0.8883  -3.1833
H  4.2112  1.3340  -1.5853
H  2.1844  1.4389  -2.9844
H  3.1233  0.6606  -4.5386
H  0.6025  -1.4979  -4.4520
H  0.5863  0.4094  -4.1680
H  0.5373  -3.5689  -3.4691
H  -1.2578  -4.3504  -3.3026
H  0.8962  -5.4821  -1.8051
H  -0.7699  -5.0682  -0.8429
H  1.6267  -4.2494  0.0215
H  0.2219  -3.3557  0.2147
H  -2.4725  -3.4881  -0.8969
H  -4.0921  -2.6654  0.9879
H  -4.0003  -0.7897  1.5760
H  -5.1107  -1.0419  -1.3919
H  -6.1476  -2.1810  -0.3058
H  -7.4380  -0.2537  0.2190
H  -5.9659  0.5056  1.2671
H  -5.4381  1.1181  -1.4488
H  -6.0638  2.1520  -0.2374
H  -3.8561  1.3322  0.9421
H  -3.0565  3.9167  0.5500
H  -1.8451  5.6354  -1.5046
H  -0.3039  5.0811  -2.4545
H  -0.3697  5.3174  0.8479
H  0.2766  6.6722  -0.3548
H  1.6757  4.2221  -1.2929
H  2.4296  5.6053  -0.2427
H  0.7262  3.1343  1.2216
H  2.5356  2.8740  0.5973
H  5.0189  1.0553  5.5804
H  0.2024  2.3107  -2.7316
C  -0.2717  -4.2090  4.6786
C  0.2955  -3.7538  3.3606
O  -0.0394  -4.2860  2.3034
C  1.2882  -2.6226  3.3861
H  -0.9742  -5.0315  4.5067
H  0.5331  -4.5659  5.3261
H  -0.8079  -3.3853  5.1566
H  2.1626  -2.9088  3.9760
H  0.8216  -1.7282  3.8065
H  1.6123  -2.4011  2.3636

HOMO: -10.5 eV
Max |F|: 7.67 eV/A
Kohn-Sham gap: 0.2222 hartree
Charge: +1

---

Here is a single C4H8S molecule at a distorted geometry from the OMol25 dataset. Energies are from wB97M-V/def2-TZVPD.

Geometry (Å):
C  0.9480  -0.6936  -0.8695
C  -0.1440  0.1141  -0.2242
S  -1.3627  0.8682  -1.1979
C  0.1693  1.0106  1.0637
C  -0.6604  -0.2041  1.1747
H  1.3574  -0.0549  -1.6951
H  0.4851  -1.5374  -1.3708
H  1.7943  -0.8267  -0.1653
H  -1.5062  -0.1784  -2.0763
H  1.2443  0.9118  1.3795
H  -0.3222  1.8997  1.0504
H  -1.7375  -0.1900  1.2467
H  -0.2653  -1.1193  1.6841

SMILES: CC1(S)CC1
HOMO: -8.5 eV
Max |F|: 4.21 eV/A
Kohn-Sham gap: 0.3474 hartree
Charge: 0
Energy relative to the best compared isomer or geometry (same formula, charge and spin): 81.1 kJ/mol

---

Here is 3 unconnected molecules or ions with the total composition C34H52F19IN3O6 at a distorted geometry from the OMol25 dataset. Energies are from wB97M-V/def2-TZVPD.

Geometry (Å):
C  4.1083  -1.7231  4.9324
C  2.6416  -1.5104  4.4050
O  2.5112  -2.0341  3.0773
C  1.1718  -1.8808  2.6337
C  0.9414  -0.5101  1.8633
N  0.4628  -0.7116  0.4912
C  1.2224  0.0442  -0.5286
C  2.6094  -0.5803  -0.9326
C  2.7542  -2.1143  -0.6877
I  4.2410  0.5300  0.0246
C  -0.9392  -0.6338  0.3203
N  -1.7896  0.3041  0.9065
C  -2.6355  -0.1543  2.0234
C  -2.0534  -1.2356  2.9725
O  -3.1519  -1.6554  3.8311
C  -3.1076  -1.0510  5.0617
O  -3.7178  -1.4901  5.9592
C  -1.2233  1.6578  1.0513
C  -1.8917  2.7275  0.1347
C  -3.3099  3.1966  0.5826
C  -4.4535  2.1392  0.2685
C  -3.3977  3.7073  2.0618
N  -1.4607  -1.5155  -0.5056
C  -2.8987  -1.5278  -0.8671
C  -3.7071  -2.6516  -0.1219
O  -2.9205  -3.3761  0.8091
C  -3.7199  -4.0778  1.7710
C  -4.8386  -4.9805  1.1607
C  -0.6752  -2.5802  -1.1758
C  -0.3275  -2.2538  -2.6803
C  0.4811  -3.4689  -3.2263
F  1.7547  -3.3244  -3.7904
C  -0.0668  -4.7272  -3.2030
F  0.0645  -5.5937  -2.2193
F  -0.8036  -5.2468  -4.1624
H  4.6119  -0.7520  5.1078
H  4.6925  -2.2710  4.1638
H  4.0982  -2.3200  5.8669
H  1.9706  -2.0168  5.1347
H  2.4219  -0.4154  4.3867
H  0.5288  -1.9218  3.5462
H  0.8365  -2.7433  2.0072
H  1.9375  -0.0110  1.8769
H  0.2845  0.1014  2.5165
H  0.5665  0.1829  -1.4194
H  1.4398  1.0837  -0.1802
H  2.7550  -0.3852  -2.0162
H  3.8339  -2.3188  -0.5166
H  2.2287  -2.4891  0.2095
H  2.4319  -2.6602  -1.5963
H  -3.0124  0.6699  2.6687
H  -3.5625  -0.5977  1.5811
H  -1.6557  -2.1399  2.4785
H  -1.3034  -0.7863  3.6621
H  -2.5180  -0.1211  5.2622
H  -1.3968  1.9761  2.1065
H  -0.1278  1.7383  0.9052
H  -1.9661  2.3482  -0.9131
H  -1.2383  3.6264  0.1060
H  -3.5645  4.0712  -0.0618
H  -4.0334  1.4275  -0.4707
H  -4.8649  1.6653  1.1794
H  -5.2904  2.6582  -0.2514
H  -3.9557  2.9420  2.6570
H  -3.9821  4.6426  2.1747
H  -2.4054  3.8115  2.5561
H  -2.9082  -1.8240  -1.9406
H  -3.3595  -0.5269  -0.8326
H  -4.6367  -2.2719  0.3684
H  -4.0678  -3.3871  -0.8835
H  -4.2308  -3.3316  2.4248
H  -3.0556  -4.7345  2.3672
H  -5.7441  -4.3701  0.9343
H  -5.1441  -5.7624  1.8817
H  -4.5397  -5.4627  0.2009
H  -1.3760  -3.4496  -1.2312
H  0.1847  -2.9394  -0.5904
H  -1.2696  -2.2449  -3.2750
H  0.2356  -1.3147  -2.8139
C  1.9590  6.1855  4.8817
C  1.2459  4.9588  4.2855
C  1.1078  4.9321  2.7655
F  0.3809  5.9632  2.2986
F  0.4623  3.7936  2.3800
F  0.0379  4.8155  4.8781
F  1.9756  3.8614  4.6444
O  1.1313  7.2227  5.3879
C  0.6652  8.1836  4.4929
C  -0.8602  8.1699  4.3765
F  -1.3059  6.9672  3.9469
F  -1.2701  9.0923  3.4779
F  1.2763  8.0456  3.2995
F  1.0534  9.3781  4.9824
H  2.4934  5.8212  5.7600
H  2.7379  6.5713  4.2218
H  2.0872  4.9450  2.2800
H  -1.3240  8.3841  5.3416
C  3.1605  -2.4534  -6.8490
C  4.6255  -1.9842  -6.9163
C  4.8557  -0.5496  -7.3899
F  4.4109  -0.3515  -8.6463
F  6.1821  -0.2724  -7.3946
F  5.3335  -2.8560  -7.6667
F  5.1275  -2.0804  -5.6495
O  2.6805  -3.2184  -7.9485
C  2.1953  -2.5361  -9.0608
C  3.0250  -2.8130  -10.3161
F  4.3085  -2.4372  -10.1438
F  2.5376  -2.1090  -11.3634
F  2.0876  -1.2208  -8.7908
F  0.9362  -2.9863  -9.2615
H  3.1059  -3.1425  -6.0055
H  2.4780  -1.6424  -6.5891
H  4.3644  0.1660  -6.7240
H  3.0079  -3.8764  -10.5646

HOMO: -10.3 eV
Max |F|: 2.07 eV/A
Kohn-Sham gap: 0.2010 hartree
Charge: +1